1.
ORCA calculation (ωB97M-V with the def2-TZVPD basis set) on C4H7BaO3 as an isolated structure.

Atoms and positions in Å:
O -3.14457 1.89247 -0.46882
C -3.29364 3.02583 -0.04913
H -4.23885 3.56368 -0.22865
H -2.51828 3.51680 0.56535
O -0.16215 -1.84102 -0.89791
C 1.07110 -2.33451 -0.65700
C 2.06412 -1.60414 0.17542
O 1.90368 -0.79721 1.13352
C 1.08813 0.38501 0.72692
Ba -1.27936 0.04374 -0.39242
H 1.67423 -2.52802 -1.57963
H 1.06702 -3.33660 -0.15896
H 3.08464 -2.01059 0.12211
H 1.61273 1.06626 0.04441
H 1.07120 0.95829 1.66478

Properties
Energy above the lowest of the compared OMol25 structures with the same formula, charge and spin ... 13.6 kJ/mol
Total charge ... +1
HOMO energy ... -11.5055 eV
Energy ... -11087.8904 eV
Lowest unoccupied orbital energy ... -3.846 eV
Orbital gap ... 7.659 eV

***

2.
ORCA calculation (ωB97M-V with the def2-TZVPD basis set) on C34H31AsBrNS3V as an isolated structure.

Atoms and positions in Å:
V 0.28295 -0.37321 -1.15021
S -1.58336 -1.87672 -0.24426
C -2.79292 -1.10192 0.74101
C -4.04507 -1.69609 0.91062
C -4.95166 -1.17001 1.80706
C -4.62861 -0.04844 2.55684
C -3.40126 0.57014 2.36984
C -2.48091 0.06043 1.46655
As -0.70580 0.79281 1.10365
C 0.29412 -0.21882 2.42813
C 1.47824 0.31526 2.93464
C 2.29210 -0.42757 3.77083
C 1.95159 -1.73342 4.08611
C 0.77576 -2.27284 3.59506
C -0.05071 -1.51861 2.77832
C -0.99767 2.47387 2.12549
C -1.73313 3.46271 1.47404
C -2.04376 4.65759 2.09665
C -1.58765 4.90350 3.38272
C -0.85246 3.93538 4.04266
C -0.57521 2.72578 3.42692
H -4.28079 -2.58131 0.33934
H -5.91935 -1.63731 1.93239
H -5.32638 0.34765 3.28347
H -3.15279 1.45520 2.94550
H 1.77439 1.32144 2.64884
H 3.20620 0.00515 4.16001
H 2.60535 -2.32931 4.70895
H 0.50744 -3.29379 3.82951
H -0.96367 -1.95903 2.39360
H -2.07906 3.27802 0.45940
H -2.63931 5.40128 1.58341
H -1.80555 5.84446 3.86839
H -0.49509 4.11727 5.04841
H -0.03164 1.96416 3.97242
S 2.16179 0.47344 -0.10534
C 3.56991 0.04867 -1.03741
C 4.83616 0.07477 -0.46595
C 5.94141 -0.26812 -1.22396
C 5.78981 -0.63685 -2.55416
C 4.53619 -0.65246 -3.13378
C 3.41216 -0.30527 -2.38655
S 1.83342 -0.21473 -3.09867
H 4.94205 0.37690 0.56868
H 6.92769 -0.23513 -0.78208
H 6.65821 -0.90510 -3.14301
H 4.41922 -0.92002 -4.17329
C -2.69412 1.76997 -2.29955
C -1.35556 1.34634 -2.93578
C -1.60407 0.74602 -4.33233
C -0.41116 2.56335 -3.02911
N -0.73201 0.40092 -2.11227
H -3.16494 2.56646 -2.87414
H -2.50726 2.10935 -1.27887
H -3.36563 0.91582 -2.25090
H -2.04158 1.49031 -4.99465
H -2.27927 -0.10387 -4.24678
H -0.65659 0.40468 -4.74460
H -0.87197 3.37826 -3.58376
H 0.50860 2.25808 -3.52513
H -0.16307 2.89160 -2.01651
Br 1.39488 -6.85082 -2.07609
C 1.11225 -4.95725 -1.98583
C 1.58185 -4.26354 -0.88906
C 1.33784 -2.90233 -0.81563
C 0.62137 -2.23658 -1.80679
C 0.19307 -2.96359 -2.91168
C 0.43481 -4.32374 -3.01205
H 2.11084 -4.77073 -0.09486
H 1.71376 -2.36861 0.05907
H -0.32594 -2.44605 -3.71310
H 0.09158 -4.88384 -3.87037

Properties
Energy above the lowest of the compared OMol25 structures with the same formula, charge and spin ... 92.7 kJ/mol
Total charge ... -1
HOMO energy ... -4.1333 eV
Energy ... -226328.2358 eV
Lowest unoccupied orbital energy ... 2.498 eV
Orbital gap ... 6.631 eV

***

3.
ORCA calculation (ωB97M-V with the def2-TZVPD basis set) on an isolated ion of composition C4H10NOS and charge -1.

Atoms and positions in Å:
O -1.75486 -1.64976 0.55176
C -1.40879 -1.76252 -0.73511
N -0.18005 -1.01948 -1.17744
C -0.42597 0.42042 -1.22001
C -0.72176 1.01508 0.20065
C 0.41703 0.69702 1.31582
S 2.03541 1.04695 0.66427
H -2.06987 -1.53971 -1.62694
H -1.04558 -2.67103 -1.11414
H -0.07183 -1.30805 -2.20294
H 0.36784 1.05305 -1.59414
H -1.28204 0.60530 -1.82953
H -1.62213 0.45515 0.52359
H -0.91242 2.06244 0.22383
H 0.21707 -0.33691 1.52635
H 0.21678 1.22568 2.34304
H 1.77176 1.81731 -0.41763

Properties
Energy above the lowest of the compared OMol25 structures with the same formula, charge and spin ... 347.7 kJ/mol
Total charge ... -1
HOMO energy ... -2.7669 eV
Energy ... -18681.4919 eV
Lowest unoccupied orbital energy ... 3.332 eV
Orbital gap ... 6.099 eV
SMILES string ... [O-]CNCCCS

***

4.
ORCA calculation (ωB97M-V with the def2-TZVPD basis set) on C38H39AsCsF5N4O7S2 as an isolated structure.

Atoms and positions in Å:
Cs 0.64030 -0.71962 -0.66686
O 2.14745 -3.97680 -1.20612
C 2.39897 -3.11319 -2.29607
C 3.55970 -2.13443 -2.03900
N 3.10221 -0.85870 -1.50022
C 3.62676 -0.59011 -0.17035
C 3.19062 -1.69292 0.82858
O 4.06063 -2.19425 1.54748
O 1.95521 -2.00832 0.80270
C 3.24871 0.25846 -2.41254
C 2.41861 1.49613 -1.99486
O 3.00829 2.57740 -1.85243
O 1.16070 1.32561 -1.87528
H 2.03156 -3.41024 -0.41885
H 1.49457 -2.54541 -2.55665
H 2.65172 -3.75770 -3.14167
H 4.11627 -1.98691 -2.97319
H 4.24355 -2.61319 -1.33042
H 3.23468 0.36668 0.18827
H 4.72359 -0.53007 -0.15972
H 2.88487 -0.05226 -3.39638
H 4.29405 0.59232 -2.51389
C -1.31936 -4.86187 5.19049
C -1.43272 -3.54556 5.62307
C -1.18673 -2.50250 4.74510
C -0.82753 -2.75178 3.42121
C -0.71023 -4.07280 3.00268
C -0.95426 -5.12283 3.87940
As -0.50059 -1.30359 2.11082
C 0.40928 -0.25124 3.48912
C -0.11565 0.85355 4.15001
C 0.54613 1.40066 5.24249
C 1.73134 0.83980 5.69286
C 2.27070 -0.25019 5.02656
C 1.62067 -0.78454 3.92796
C -2.28863 -0.49573 2.25827
C -3.42779 -1.21226 2.61384
C -4.68526 -0.62353 2.57454
C -4.82330 0.69434 2.16511
C -3.69996 1.41219 1.77573
C -2.44979 0.81722 1.81065
H -1.50842 -5.67798 5.87823
H -1.70915 -3.33560 6.65014
H -1.27203 -1.47922 5.09232
H -0.40806 -4.27076 1.98006
H -0.85397 -6.14754 3.54163
H -1.05322 1.28863 3.82837
H 0.12289 2.26038 5.75167
H 2.24525 1.26723 6.54621
H 3.21190 -0.67530 5.35098
H 2.05606 -1.62060 3.38878
H -3.33263 -2.24450 2.92834
H -5.55691 -1.19992 2.86236
H -5.80413 1.15450 2.13378
H -3.80952 2.43513 1.43254
H -1.57511 1.36891 1.47938
O -1.67829 -0.16793 -1.01672
S -1.65961 0.52885 -2.32920
C -3.40741 0.47604 -2.87714
C -4.13049 1.46548 -1.98614
C -3.30900 2.74455 -2.09456
C -1.85314 2.32237 -1.91095
H -3.73234 -0.55592 -2.78354
H -3.41623 0.76585 -3.93031
H -4.10041 1.09388 -0.95885
H -5.17322 1.61301 -2.27868
H -3.60877 3.48546 -1.34803
H -3.45573 3.19080 -3.08222
H -1.52517 2.39868 -0.87886
H -1.15125 2.86540 -2.54303
F 0.16224 -1.75338 -9.98542
C -0.17814 -1.73161 -8.67978
C 0.33836 -2.66392 -7.79533
F 1.21557 -3.57586 -8.25571
C -0.04817 -2.66567 -6.47348
F 0.49980 -3.58449 -5.67074
C -1.00900 -1.77342 -5.94493
S -1.63147 -1.90120 -4.36875
C -1.44641 -0.80234 -6.87138
F -2.31104 0.14612 -6.46824
C -1.06177 -0.78519 -8.19389
F -1.55076 0.14478 -9.03901
C 1.42664 5.91279 1.13109
N 1.78447 4.54625 1.37372
C 2.53657 4.13066 2.52530
C 2.52095 2.58790 2.34564
O 3.19755 1.84741 3.01935
N 1.70567 2.28685 1.29645
C 1.34733 3.42321 0.72701
N 0.59050 3.47053 -0.36869
H 2.29368 6.55258 1.30709
H 0.61558 6.24784 1.79092
H 1.10965 6.05198 0.09867
H 2.06366 4.41515 3.47161
H 3.56503 4.49851 2.50566
H 0.74415 2.61716 -0.98317
H 0.61815 4.33565 -0.88294

Properties
Energy above the lowest of the compared OMol25 structures with the same formula, charge and spin ... 404.2 kJ/mol
Total charge ... -2
HOMO energy ... -2.1042 eV
Energy ... -156976.2524 eV
Lowest unoccupied orbital energy ... 3.404 eV
Orbital gap ... 5.508 eV

***

5.
ORCA calculation (ωB97M-V with the def2-TZVPD basis set) on C30H22BrN2O3PS2V as an isolated structure.

Atoms and positions in Å:
V 0.45179 -1.62359 -0.25515
C -1.13464 -6.68207 2.45004
C -0.76860 -5.67580 3.33706
C -0.86897 -4.35032 2.95668
C -1.34965 -4.04297 1.67542
C -1.66995 -5.05991 0.76396
C -1.58159 -6.37786 1.16622
P -1.44649 -2.37557 1.15367
C -2.34927 -1.30819 2.24164
C -2.81872 -1.80177 3.46943
C -3.60935 -0.99495 4.26991
C -3.93246 0.29118 3.86172
C -3.48142 0.78013 2.63643
C -2.69555 -0.01026 1.82579
C -1.93199 -2.04387 -0.53848
C -3.12798 -2.45227 -1.15452
C -3.54180 -1.77200 -2.28328
C -2.80095 -0.70020 -2.80263
C -1.60201 -0.30729 -2.22595
C -1.18416 -1.01831 -1.11791
H -1.06200 -7.71719 2.75707
H -0.40249 -5.92606 4.32308
H -0.56061 -3.57259 3.64400
H -1.99634 -4.82414 -0.24166
H -1.85950 -7.17117 0.48592
H -2.60356 -2.80974 3.78964
H -3.98174 -1.37843 5.20974
H -4.55295 0.91496 4.49146
H -3.75818 1.77474 2.31485
H -2.37693 0.37010 0.86370
H -3.75202 -3.21630 -0.70863
H -4.47566 -2.04969 -2.75413
H -3.16159 -0.18717 -3.68531
H -1.00340 0.48139 -2.66200
O 3.75493 3.30396 -1.35704
C 2.99250 2.23757 -1.28357
C 2.78391 1.33523 -2.34056
C 1.96410 0.25648 -2.14677
N 1.33513 0.04106 -0.96873
C 1.57191 0.90762 0.02014
Br 0.64246 0.31786 1.56836
C 2.36158 2.00889 -0.04495
H 4.17129 3.42547 -2.22365
H 3.26351 1.47844 -3.29979
H 1.78007 -0.46588 -2.93185
H 2.51517 2.67915 0.78909
O 2.12023 -3.79550 1.98175
S 2.32454 -3.39165 0.63860
O 2.58874 -1.94412 0.40373
N 0.94191 -3.42966 -0.32623
C 1.29336 -3.85935 -1.59670
S 0.49968 -3.16613 -2.84679
C 2.51710 -4.67080 -1.54810
C 3.03195 -5.50867 -2.51993
C 4.23911 -6.15201 -2.25584
C 4.92416 -5.95077 -1.06082
C 4.42806 -5.09733 -0.07627
C 3.22831 -4.47855 -0.35544
H 2.50177 -5.67112 -3.44925
H 4.65315 -6.82554 -2.99397
H 5.86033 -6.46472 -0.88920
H 4.96060 -4.93502 0.85090

Properties
Energy above the lowest of the compared OMol25 structures with the same formula, charge and spin ... 46.4 kJ/mol
Total charge ... +3
HOMO energy (spin up / spin down) ... -17.3611 / -17.3609 eV
Energy ... -167250.1799 eV
Lowest unoccupied orbital energy (spin up / spin down) ... -11.144 / -11.146 eV
Orbital gap (spin up / spin down) ... 6.217 / 6.215 eV

***

6.
ORCA calculation (ωB97M-V with the def2-TZVPD basis set) on a 9-piece molecular cluster, C32H46N7O2S overall.

Atoms and positions in Å:
C 2.41448 -0.11233 -0.06894
C 1.04246 0.09964 0.56844
O -0.01008 -0.65959 0.05365
H 3.25375 0.14544 0.58478
H 2.48486 0.49320 -0.96744
H 2.57554 -1.16064 -0.30928
H 0.79248 1.18984 0.56037
H 1.12641 -0.09807 1.67334
C 0.55414 0.34168 5.48249
S 2.07396 1.28400 5.64646
O 1.80226 2.57714 6.31689
C 2.35763 1.53107 3.88414
H 0.55347 -0.47733 6.20587
H 0.46162 -0.12026 4.50038
H -0.34403 0.90792 5.72644
H 2.78957 0.57037 3.57000
H 3.13469 2.24002 3.60654
H 1.47537 1.68376 3.25840
N -2.46962 -1.73039 -1.34502
C -2.80980 -3.04322 -1.16620
C -4.11684 -3.19537 -1.50810
C -4.61799 -1.89252 -1.81391
C -3.58279 -1.00824 -1.66181
H -1.55517 -1.30453 -1.15334
H -2.05070 -3.67469 -0.73397
H -4.72894 -4.07737 -1.42949
H -5.61179 -1.64678 -2.14667
H -3.55085 0.06425 -1.76617
N 3.83074 3.62837 1.27555
C 4.73373 4.58665 1.65604
C 5.75937 4.55500 0.76536
C 5.45989 3.56445 -0.20302
C 4.24713 3.04321 0.12295
H 2.99943 3.55283 1.82635
H 4.51318 5.18550 2.52099
H 6.64367 5.16930 0.80508
H 6.05211 3.18608 -1.01699
H 3.67638 2.30644 -0.41179
N -2.00480 0.48976 1.98611
C -3.11578 -0.25129 1.80996
C -3.94955 -0.00624 2.85553
C -3.27223 0.89098 3.71564
C -2.06376 1.17713 3.15898
H -1.22668 0.46978 1.33479
H -3.12751 -0.90872 0.95558
H -4.86525 -0.52681 3.07634
H -3.62658 1.26665 4.66167
H -1.26562 1.86109 3.38548
N -0.42782 -2.60727 2.03723
C -0.04647 -3.89204 1.73080
C -0.27413 -4.66949 2.83617
C -0.84056 -3.82544 3.85377
C -0.87797 -2.57321 3.29906
H -0.35210 -1.76230 1.44687
H 0.42070 -4.16436 0.80059
H 0.12491 -5.64609 3.06543
H -1.06232 -4.12491 4.86095
H -1.13372 -1.58606 3.66417
N 1.10658 -2.75087 -1.94554
C 2.38211 -3.19514 -2.29273
C 2.30212 -3.89913 -3.45958
C 0.91134 -4.05202 -3.74901
C 0.22247 -3.29272 -2.83533
H 0.94743 -2.16247 -1.12558
H 3.18085 -2.86024 -1.65040
H 3.11604 -4.39407 -3.96668
H 0.47170 -4.60430 -4.56162
H -0.83259 -3.09546 -2.77260
N 0.31595 0.11825 -3.36682
C -0.61912 -0.26811 -4.26848
C -0.36408 0.37432 -5.46292
C 0.77281 1.19854 -5.23646
C 1.16450 1.04056 -3.92617
H 0.36878 -0.14079 -2.38142
H -1.39268 -0.92263 -3.89973
H -0.85151 0.16043 -6.39698
H 1.23602 1.80691 -5.99812
H 1.92588 1.56361 -3.38314
N -2.01136 2.28320 -2.97487
C -2.59341 3.32925 -3.64613
C -3.02505 4.25568 -2.72898
C -2.77636 3.70644 -1.42721
C -2.09597 2.53129 -1.62822
H -1.49982 1.51242 -3.37785
H -2.58226 3.30532 -4.72411
H -3.42621 5.23499 -2.93035
H -2.97145 4.08181 -0.43747
H -1.75514 1.81891 -0.88897

Properties
Energy above the lowest of the compared OMol25 structures with the same formula, charge and spin ... 0.0 kJ/mol
Total charge ... -1
HOMO energy ... -5.6720 eV
Energy ... -59290.5217 eV
Lowest unoccupied orbital energy ... 2.388 eV
Orbital gap ... 8.060 eV